[1]
174
Properties=species:S:1:pos:R:3 method="wB97M-V/def2-TZVPD" spin_multiplicity=5 gap_ev="8.32 / 8.25" total_charge=+1 total_energy_ev=-125919.6181 lumo_ev="-1.766 / -1.833" homo_ev="-10.081 / -10.081"
Fe 1.6559 -0.7276 -0.3782
O -2.2394 -1.5024 0.3604
C -0.9906 -0.9369 0.3969
O 0.0117 -1.6757 0.0278
O -0.8559 0.2692 0.6576
H -2.2243 -2.3881 -0.0904
C 6.0795 -1.8673 -1.8795
O 4.7741 -1.2005 -1.7936
C 4.5548 -0.3715 -2.9101
C 3.3101 0.4476 -2.7621
N 2.0801 -0.2397 -2.3941
C 0.9881 0.6414 -2.9048
C -0.2756 -0.1128 -2.9167
O 0.1804 -1.3980 -3.5341
C -0.8071 -2.1131 -4.2018
H 6.8844 -1.2625 -1.5019
H 6.3229 -2.2370 -2.8870
H 5.9123 -2.6835 -1.2170
H 4.4203 -1.0009 -3.8315
H 5.3331 0.3438 -3.1049
H 3.1872 0.9730 -3.7491
H 3.4471 1.3755 -2.1890
H 1.9235 -1.1382 -2.8553
H 1.2267 0.8909 -3.9548
H 0.8502 1.5617 -2.2423
H -0.9482 0.3339 -3.6483
H -0.8715 -0.3876 -2.0203
H -1.3611 -1.5321 -4.9261
H -1.6296 -2.3911 -3.4440
H -0.3390 -3.0516 -4.5827
C 2.2259 2.3097 0.3414
O 2.4368 0.9203 0.5888
C 3.3567 0.4740 1.6473
C 4.1624 -0.7696 1.1531
N 3.2158 -1.8335 0.6324
C 2.7713 -2.8390 1.6002
C 3.4118 -4.2119 1.3912
O 2.8535 -4.7265 0.2109
C 3.1799 -6.1706 0.2212
H 2.7448 2.7071 -0.5120
H 2.6221 2.8995 1.1612
H 1.1349 2.4185 0.1965
H 2.7350 0.2201 2.5025
H 4.0763 1.2687 1.8593
H 4.7841 -1.1424 1.9470
H 4.8957 -0.5308 0.4584
H 3.6556 -2.2885 -0.1545
H 1.7100 -2.9453 1.5608
H 3.0293 -2.4759 2.5619
H 3.1637 -4.8304 2.2837
H 4.5208 -4.1161 1.4286
H 4.1183 -6.3771 0.6274
H 3.0814 -6.5293 -0.7955
H 2.4336 -6.6029 0.9095
C -1.2633 3.9555 -1.2829
O -0.3879 3.6560 -2.3187
C 0.7111 4.5882 -2.3930
C 1.6819 4.0893 -3.4466
N 2.5339 5.2055 -3.7231
C 1.8741 6.1427 -4.6585
C 2.8481 7.0095 -5.3708
O 3.6959 6.2139 -6.1875
C 4.8599 6.8788 -6.5740
H -0.8177 3.9132 -0.3190
H -2.1787 3.3453 -1.4469
H -1.5802 5.0047 -1.4161
H 1.2895 4.5994 -1.4732
H 0.2150 5.5755 -2.5745
H 1.2904 3.7361 -4.3742
H 2.1330 3.2341 -2.9123
H 3.3276 4.8657 -4.2530
H 1.0946 6.6927 -4.2339
H 1.4049 5.5417 -5.4395
H 3.5422 7.4107 -4.6318
H 2.3522 7.9365 -5.8023
H 5.4437 6.2151 -7.1553
H 5.4344 7.1040 -5.6792
H 4.8004 7.7863 -7.2124
C 1.0031 -0.0585 4.8481
O 0.8172 -0.6883 3.6257
C -0.0425 -1.8167 3.6614
C -1.4790 -1.4025 3.5719
N -2.4550 -2.4678 3.4250
C -3.7676 -2.3344 3.7905
C -4.5233 -3.6350 3.8337
O -4.1481 -4.3990 4.9487
C -3.6718 -5.6576 4.5589
H 1.5256 -0.7789 5.4519
H 0.0422 0.0997 5.3476
H 1.5262 0.8950 4.6675
H 0.1944 -2.4757 4.5462
H 0.2123 -2.4136 2.7398
H -1.5183 -0.7014 2.7354
H -1.8055 -0.8742 4.4940
H -2.4021 -2.7338 2.4058
H -4.3687 -1.5589 3.2088
H -3.9054 -1.8444 4.8002
H -4.3419 -4.2109 2.9086
H -5.5661 -3.3999 3.8271
H -3.1185 -6.2404 5.2791
H -3.0444 -5.5949 3.6385
H -4.5431 -6.1880 4.1893
C -1.3130 -6.7756 -1.7445
O -0.7881 -6.7017 -0.4256
C -0.5632 -5.3714 0.0176
C -0.4141 -5.4275 1.5412
N 0.5871 -6.4637 1.9553
C 0.6578 -6.7121 3.4597
C 1.2070 -8.0643 3.7648
O 0.3309 -9.0455 3.1931
C 0.7472 -10.3950 3.3904
H -0.5567 -6.5606 -2.5256
H -2.2952 -6.1800 -1.8070
H -1.4995 -7.8442 -1.9092
H -1.3616 -4.7716 -0.3771
H 0.3587 -4.9962 -0.4223
H -1.3415 -5.6249 1.9910
H 0.0247 -4.5014 1.8906
H 0.2319 -7.3478 1.5068
H -0.2854 -6.7095 3.9878
H 1.3714 -6.0256 3.8476
H 1.3515 -8.0614 4.8236
H 2.2852 -8.0973 3.3386
H 0.1830 -10.9482 2.6619
H 0.5473 -10.7032 4.4051
H 1.8295 -10.5410 3.1004
C -0.6493 4.4318 7.4348
O -0.6184 4.6123 6.0312
C 0.4974 3.9311 5.3619
C 0.0677 3.8099 3.9032
N -1.2596 3.1747 3.8022
C -1.7529 3.0463 2.4658
C -3.0237 2.2104 2.4483
O -3.9502 2.8323 3.3462
C -5.1755 2.1328 3.1914
H 0.2309 4.8110 7.9810
H -0.8517 3.3859 7.6512
H -1.5133 5.0508 7.6990
H 0.6326 2.9248 5.8499
H 1.3789 4.5084 5.4191
H 0.7137 3.1901 3.2917
H 0.0935 4.8086 3.3937
H -1.8710 3.7206 4.3567
H -1.0309 2.4874 1.8614
H -1.9751 4.0312 2.0336
H -2.7245 1.2901 2.8954
H -3.4285 2.0817 1.4366
H -5.8852 2.3303 3.9476
H -5.0185 1.0394 2.9868
H -5.6089 2.4130 2.2399
C -5.0577 0.4833 -1.5227
O -4.3462 0.8719 -2.6500
C -4.2277 2.2676 -2.6639
C -3.2033 2.5778 -3.7034
N -3.3195 4.0599 -3.8606
C -2.4288 4.6747 -4.8751
C -2.5280 6.1791 -4.5534
O -1.5798 7.0339 -5.2733
C -2.1141 7.2581 -6.6455
H -6.1411 0.8203 -1.5163
H -4.6286 0.9813 -0.5790
H -5.0439 -0.6099 -1.4088
H -3.9540 2.5970 -1.6567
H -5.1799 2.7542 -2.8232
H -3.4770 1.9780 -4.5571
H -2.2015 2.1837 -3.4495
H -4.2877 4.1498 -4.0868
H -2.6238 4.3726 -5.9182
H -1.3874 4.3833 -4.6186
H -2.2887 6.3370 -3.5336
H -3.5478 6.6163 -4.6283
H -3.1984 7.3208 -6.6453
H -1.9408 6.4424 -7.3767
H -1.7119 8.2149 -7.1154

---

[2]
90
Properties=species:S:1:pos:R:3 method="wB97M-V/def2-TZVPD" e_above_lowest_kcal_mol=85.2 gap_ev="3.32 / 3.76" total_charge=+3 total_energy_ev=-128241.1781 lumo_ev="-12.249 / -11.906" homo_ev="-15.568 / -15.670"
Ga 0.4700 -1.2822 -0.1842
P -0.5486 -2.3506 2.0729
P 2.2657 -0.2507 1.2307
P -1.6433 -1.2067 -1.3749
H 5.0919 -0.3447 -1.8894
C 4.6024 -0.3136 -2.8778
C 3.8440 0.7255 -3.2802
H 3.6903 1.6194 -2.6677
C 0.1757 -4.0203 2.2731
C -0.2798 -1.6308 3.7391
C -2.3430 -2.6987 2.0968
C 3.1956 0.8414 0.1099
C 2.2420 0.6766 2.8004
C 3.4236 -1.6317 1.5493
C -1.2194 -0.5679 -3.0359
C -3.2124 -0.3998 -0.9391
C -2.1128 -2.9531 -1.6631
H 4.8330 -1.1535 -3.5419
H 3.4026 0.7483 -4.2860
H -0.1528 -4.4530 3.2263
H 1.2695 -3.9504 2.2624
H -0.1532 -4.6655 1.4501
H -0.8516 -2.2085 4.4782
H -0.6269 -0.5886 3.7632
H 0.7816 -1.6701 4.0130
H -2.5906 -3.1853 3.0487
H -2.6175 -3.3629 1.2699
H -2.9219 -1.7733 2.0138
H 4.2331 0.8688 0.4662
H 2.7776 1.8542 0.1529
H 3.2102 0.5029 -0.9305
H 3.2490 0.6502 3.2438
H 1.5302 0.2432 3.5137
H 1.9596 1.7213 2.6131
H 4.4295 -1.2026 1.6451
H 3.4107 -2.3591 0.7270
H 3.1393 -2.1364 2.4829
H -1.2974 -1.3548 -3.7918
H -0.1923 -0.2058 -3.0220
H -1.8881 0.2596 -3.2954
H -4.0136 -0.7721 -1.5886
H -3.1292 0.6886 -1.0736
H -3.4779 -0.6058 0.1076
H -2.1009 -3.1920 -2.7317
H -3.1185 -3.1117 -1.2571
H -1.4000 -3.5965 -1.1427
C 1.8387 -3.0756 -3.1286
C 1.6752 -4.4469 -3.4714
C 1.8643 -4.8729 -4.7729
C 2.2373 -3.9674 -5.7756
C 2.3956 -2.6097 -5.4503
C 2.1910 -2.1545 -4.1427
S 1.8022 -2.8102 -1.4068
H 1.1384 -0.9173 -1.4845
H 1.4065 -5.1335 -2.6682
H 1.7289 -5.9291 -5.0122
H 2.4029 -4.3077 -6.7936
H 2.6954 -1.9090 -6.2360
H 2.3438 -1.1028 -3.8862
C -3.2104 1.1052 2.8823
C -3.0244 2.0957 1.7239
C -3.6675 3.4346 2.0554
P -1.2218 2.1037 1.1919
C -1.1903 2.7398 -0.5904
C -2.1663 3.8508 -0.9231
C 0.2432 3.0878 -1.0196
C -0.3808 3.3691 2.2772
C -0.6067 4.8333 1.9103
C -0.6449 3.1134 3.7682
H -2.8190 1.5058 3.8280
H -2.7206 0.1432 2.6852
H -4.2846 0.9145 3.0093
H -3.5370 1.6859 0.8375
H -3.2710 3.8678 2.9771
H -3.5867 4.1708 1.2534
H -4.7385 3.2555 2.2155
H -1.4931 1.8429 -1.1568
H -1.9649 4.7532 -0.3372
H -2.0535 4.0978 -1.9855
H -3.2013 3.5411 -0.7727
H 0.9258 2.2318 -0.9438
H 0.2175 3.3917 -2.0751
H 0.6777 3.9180 -0.4443
H 0.6827 3.1367 2.0863
H -1.6701 5.1045 1.9362
H -0.0805 5.4478 2.6566
H -0.1945 5.0980 0.9305
H 0.1384 3.6243 4.3446
H -1.6104 3.5205 4.0941
H -0.6018 2.0502 4.0375

---

[3]
44
Properties=species:S:1:pos:R:3 method="wB97M-V/def2-TZVPD" e_above_lowest_kcal_mol=0.0 gap_ev=4.68 total_charge=-2 total_energy_ev=-354472.9245 lumo_ev=3.687 homo_ev=-0.994
Ni -0.3005 1.0871 0.2251
Se -5.9106 -2.3745 -0.9307
Sb -6.0665 -0.2653 0.2238
Se -0.6577 2.8787 2.2671
Se -2.3295 1.6106 1.1393
Se -8.1714 0.7839 -0.2837
S 3.4766 1.7440 -1.9086
C 3.9142 0.8712 -0.4692
C 5.1756 0.4761 -0.0404
C 5.2793 -0.1627 1.1821
C 4.1424 -0.3860 1.9654
C 2.8873 0.0021 1.5389
C 2.7672 0.6210 0.2954
N 1.5962 1.0779 -0.2808
C 1.8074 1.7009 -1.4078
C 0.6787 2.3024 -2.0761
C 0.7845 2.9783 -3.2947
C -0.3516 3.5228 -3.8566
C -1.5664 3.3832 -3.1799
C -1.6513 2.7170 -1.9686
C -0.5283 2.1405 -1.3569
H 6.0530 0.6732 -0.6435
H 6.2512 -0.4794 1.5400
H 4.2456 -0.8639 2.9316
H 2.0094 -0.1414 2.1521
H 1.7462 3.0698 -3.7926
H -0.3054 4.0479 -4.8033
H -2.4672 3.8037 -3.6150
H -2.6099 2.6468 -1.4707
C -2.7577 -4.4161 0.3175
C -1.2611 -4.1116 0.2447
C -0.9035 -2.8399 0.9409
N -0.4103 -1.8109 0.3578
N -0.2173 -0.7430 1.1965
C -0.5381 -0.9947 2.4365
N -0.3378 -0.1413 3.4645
S -1.1710 -2.5971 2.6502
H -2.9891 -5.3316 -0.2294
H -3.3543 -3.6061 -0.1036
H -3.0819 -4.5525 1.3515
H -0.9413 -3.9896 -0.7908
H -0.6842 -4.9375 0.6736
H -0.2722 0.8620 3.1743
H -0.9784 -0.2561 4.2341

---

[4]
63
Properties=species:S:1:pos:R:3 method="wB97M-V/def2-TZVPD" e_above_lowest_kcal_mol=0.0 gap_ev=7.22 total_charge=0 total_energy_ev=-41221.5571 lumo_ev=-0.181 homo_ev=-7.402
O 2.6331 0.1486 -1.5372
C 2.9859 -1.1124 -2.2868
C 4.1533 -0.6244 -3.0634
H 2.1704 -1.4038 -2.9491
H 3.2911 -1.9511 -1.6392
C 3.8601 0.6107 -2.1948
H 3.8889 -0.5092 -4.1160
H 5.0372 -1.1979 -2.8406
C 3.6381 1.7941 -3.1309
H 2.8211 1.5782 -3.8368
H 4.5761 1.9818 -3.6950
H 3.3598 2.6994 -2.5738
C 4.9026 0.8547 -1.1171
H 5.0042 -0.0175 -0.4557
H 4.5686 1.6930 -0.4961
H 5.8857 1.1207 -1.5405
Bi -0.0608 0.8815 0.7455
C -1.1487 1.0254 4.4961
C -1.6499 -0.2927 4.3025
C -0.8284 -0.9673 3.3926
H -2.5748 -0.6755 4.7541
C 0.2654 -0.0665 3.0140
C -0.0056 1.1889 3.6944
H 0.6191 2.0818 3.6595
H -1.5928 1.7813 5.1337
H -0.9053 -2.0071 3.0921
H 1.2359 -0.3912 2.6434
C -2.6299 3.4781 1.8348
C -1.3165 3.4895 2.3225
C -0.3956 3.3086 1.2293
H -1.0645 3.6357 3.3718
C -1.2211 3.2029 0.0105
C -2.5808 3.3261 0.4162
H -3.4464 3.2707 -0.2424
H -3.5282 3.4944 2.4341
H 0.6528 3.5854 1.2589
H -0.8124 3.2712 -0.9951
O 0.0845 -2.2727 -3.2039
C 0.0852 -1.4175 -2.0276
C 0.6234 -2.2150 -0.8276
H -0.9344 -1.0250 -1.8292
H 0.7425 -0.5472 -2.1753
C 0.4563 -3.6822 -1.2357
H 0.1645 -1.8855 0.1099
H 1.6953 -2.0070 -0.6968
C 0.2974 -3.6497 -2.7701
H -0.4544 -4.1547 -0.8045
H 1.3000 -4.3037 -0.9295
H -0.5996 -4.2220 -3.0842
H 1.2036 -4.0258 -3.3073
C -3.7533 0.5328 1.9935
Si -2.5786 -0.2787 0.7343
C -2.8870 -2.1128 1.1673
C -3.4105 0.0423 -0.9376
H -3.3345 0.5358 3.0111
H -4.6963 -0.0428 2.0199
H -3.9811 1.5670 1.7087
H -3.9052 -2.3184 0.7838
H -2.1814 -2.8115 0.6875
H -2.8945 -2.2683 2.2604
H -4.3745 -0.4999 -0.8854
H -3.6205 1.1174 -1.0589
H -2.8345 -0.3408 -1.7984

---

[5]
96
Properties=species:S:1:pos:R:3 method="wB97M-V/def2-TZVPD" gap_ev=4.79 total_charge=+1 total_energy_ev=-184952.4160 lumo_ev=-5.579 homo_ev=-10.371
Y 0.4972 -1.5825 -4.7174
Y 3.5715 1.7307 -0.6078
C -3.8543 -2.2436 -2.9353
F -4.8588 -2.9625 -2.4788
F -4.2140 -1.5250 -4.0052
F -3.4543 -1.3823 -1.9739
S -2.4536 -3.3507 -3.3879
O -2.8693 -4.0341 -4.5722
O -1.3506 -2.3732 -3.6844
O -2.1824 -4.1929 -2.2668
C -0.0676 -1.0729 -0.0208
F -0.0457 -0.4756 1.1565
F 0.8661 -2.0242 -0.0317
F -1.2589 -1.5980 -0.2598
S 0.2876 0.1553 -1.3443
O 0.2834 -0.6154 -2.5703
O -0.7653 1.1180 -1.2669
O 1.5941 0.7307 -0.9891
C 4.8091 -0.1148 -4.9341
F 5.9204 0.4542 -4.5215
F 4.6810 0.0223 -6.2404
F 4.8157 -1.4089 -4.6222
S 3.3790 0.7130 -4.1168
O 3.7805 0.8096 -2.7122
O 3.1544 1.9352 -4.7727
O 2.2782 -0.2606 -4.2497
N 3.2720 3.7157 -1.6015
S 1.9573 4.3966 -2.2333
O 2.0320 4.7990 -3.5823
O 1.2008 5.1264 -1.2951
F 1.1344 3.0210 -2.3897
S 4.2980 5.0733 -1.7157
O 3.8848 6.1845 -0.9609
O 4.9205 5.2178 -2.9611
F 5.4230 4.3527 -0.8148
N 4.0369 -0.2919 0.3209
S 4.0149 -0.9689 1.7843
O 5.1691 -0.7926 2.5739
O 3.1356 -2.0363 2.0484
F 3.0758 0.2676 2.3330
S 4.6077 -1.6586 -0.5391
O 3.6334 -2.1379 -1.4446
O 5.4370 -2.5833 0.1167
F 5.6195 -0.9258 -1.4935
O 2.1146 2.6884 1.0022
H 1.1886 2.5259 1.2301
H 2.3538 3.5030 1.4664
O -0.6385 0.4231 -4.9580
H -1.5060 0.6459 -4.4523
H -0.3643 1.2551 -5.3624
O -1.2573 -4.3338 0.5644
H -0.6564 -4.9789 0.1817
H -1.4689 -3.7467 -0.1684
O -1.9581 3.6916 -1.2021
H -1.5506 2.8562 -1.4546
H -2.2812 4.0825 -2.0183
O 1.5902 -2.9446 -2.9842
H 2.1570 -2.7117 -2.2203
H 1.7819 -3.8733 -3.1683
C -3.2407 -3.1990 3.6849
C -2.3617 -2.0902 3.1724
O -3.0560 -0.9088 2.8404
O -3.8878 -2.8784 4.9032
H -2.6713 -4.1176 3.8612
H -3.9288 -3.5866 2.9136
H -1.5255 -2.4094 2.5402
H -1.7943 -1.7924 4.0680
H -3.6014 -1.0513 2.0591
H -4.6920 -2.4010 4.6810
C -4.3554 3.0742 -4.3430
C -3.9835 1.6020 -4.4152
O -2.7324 1.3381 -3.7479
O -4.8725 3.4304 -3.0861
H -5.1003 3.2399 -5.1329
H -3.4698 3.6706 -4.5545
H -3.8259 1.3271 -5.4601
H -4.7593 0.9665 -3.9857
H -2.8629 1.1127 -2.8171
H -5.6002 2.8411 -2.8640
C -0.5087 -1.4143 8.1106
C -0.8687 0.0118 7.7543
C -0.0661 0.5276 6.5797
O -0.2473 -0.2973 5.4551
C 0.7884 -0.2733 4.5051
N -2.3311 0.1077 7.5765
H 0.5700 -1.5941 8.1079
H -0.9717 -2.1446 7.4489
H -0.7965 -1.6274 9.1422
H -0.6628 0.6820 8.5962
H 1.0011 0.6823 6.7937
H -0.4271 1.5508 6.3542
H 0.7325 0.6892 3.9810
H 0.6399 -1.1571 3.8889
H 1.7674 -0.3778 4.9897
H -2.5701 0.8548 6.9238
H -2.6283 -0.6821 6.9989